# 1
The following is a quantum chemistry calculation of a molecular structure, C25H15Br2CoF5N5S2, from the Open Molecules 2025 dataset.

spin multiplicity = 4
maximum force = 0.1 eV Å⁻¹
energy = -9061.8367 Ha
HOMO (alpha / beta) = -10.16 / -10.17 eV
net charge = +1
LUMO energy (alpha / beta) = -3.33 / -3.33 eV
HOMO-LUMO gap (alpha / beta) = 6.83 / 6.85 eV

Geometry as XYZ:
```
55
C25H15Br2CoF5N5S2, DFT the ωB97M-V functional and the def2-TZVPD basis
Co -0.044 0.040 -0.302
C 3.657 0.795 3.449
N 2.280 1.267 3.430
C 1.612 1.847 4.492
C 0.379 2.154 4.066
N 0.289 1.761 2.728
C 1.478 1.199 2.346
S 1.998 0.529 0.882
C -0.871 2.072 1.956
C -1.513 3.274 2.213
C -2.708 3.534 1.568
C -3.219 2.594 0.689
C -2.483 1.449 0.462
N -1.321 1.185 1.077
H 4.056 0.953 4.446
H 4.248 1.347 2.721
H 3.688 -0.263 3.196
H 2.075 1.976 5.454
H -0.457 2.582 4.587
H -1.075 3.997 2.886
H -3.227 4.467 1.745
H -4.151 2.750 0.166
H -2.815 0.709 -0.254
F 3.961 0.646 -5.823
C 3.039 0.908 -4.903
C 2.790 0.005 -3.885
F 3.473 -1.136 -3.815
C 1.829 0.304 -2.940
F 1.634 -0.619 -1.957
C 1.079 1.472 -2.947
S -0.137 1.862 -1.740
C 1.358 2.356 -3.988
F 0.690 3.505 -4.074
C 2.316 2.089 -4.949
F 2.550 2.964 -5.922
Br -1.818 -5.434 3.433
C -1.236 -3.963 2.430
C -0.508 -2.949 3.030
C -0.120 -1.882 2.244
N -0.410 -1.779 0.948
C -1.100 -2.770 0.375
C -1.539 -3.879 1.082
C -1.386 -2.585 -1.072
C -1.874 -3.602 -1.874
C -2.120 -3.326 -3.210
Br -2.776 -4.672 -4.335
C -1.878 -2.056 -3.704
C -1.375 -1.106 -2.834
N -1.128 -1.360 -1.547
H -0.250 -2.987 4.078
H 0.457 -1.072 2.666
H -2.118 -4.657 0.608
H -2.046 -4.594 -1.485
H -2.066 -1.807 -4.738
H -1.162 -0.095 -3.159
```



# 2
The following is a quantum chemistry calculation of a molecular structure, C25H16AlBrClN4O8 at a distorted geometry, from the Open Molecules 2025 dataset.

maximum force = 1.4 eV Å⁻¹
energy = -5060.0206 Ha
HOMO = -4.48 eV
net charge = -1
LUMO energy = 2.26 eV
HOMO-LUMO gap = 6.75 eV

Geometry as XYZ:
```
56
C25H16AlBrClN4O8, DFT the ωB97M-V functional and the def2-TZVPD basis
Al 0.169 0.539 0.492
O 0.430 -1.392 4.070
C 0.567 -0.797 3.005
N -0.328 -0.176 2.236
C -1.663 -0.053 2.555
C -2.254 -0.399 3.766
C -3.616 -0.230 3.944
C -4.396 0.285 2.921
C -3.820 0.662 1.717
C -2.452 0.513 1.526
N -1.725 0.931 0.426
C -2.247 1.502 -0.662
O -3.417 1.623 -1.012
C -1.154 2.115 -1.484
C -1.471 3.112 -2.403
C -0.447 3.810 -3.010
C 0.863 3.460 -2.709
C 1.083 2.439 -1.802
N 0.101 1.782 -1.204
C 1.929 -0.698 2.382
C 3.061 -1.121 3.077
C 4.290 -1.043 2.454
C 4.349 -0.564 1.149
C 3.178 -0.143 0.546
N 2.005 -0.201 1.153
H -1.641 -0.800 4.555
H -4.069 -0.505 4.886
H -5.463 0.406 3.058
H -4.419 1.096 0.932
H -2.513 3.327 -2.584
H -0.659 4.624 -3.689
H 1.699 3.982 -3.151
H 2.088 2.160 -1.515
H 2.931 -1.502 4.078
H 5.193 -1.342 2.968
H 5.284 -0.519 0.611
H 3.168 0.246 -0.466
Br 0.396 -4.922 -6.136
C 0.251 -4.028 -4.456
C 1.000 -2.885 -4.238
C 0.898 -2.244 -3.017
C 0.071 -2.748 -2.023
C -0.662 -3.904 -2.262
C -0.588 -4.544 -3.485
C -0.039 -2.070 -0.675
O -0.307 -2.732 0.303
O 0.188 -0.804 -0.693
H 1.646 -2.501 -5.013
H 1.460 -1.345 -2.816
H -1.292 -4.280 -1.471
H -1.172 -5.431 -3.686
O 1.763 4.193 0.785
Cl 0.681 3.494 1.378
O -0.510 3.765 0.685
O 0.576 3.792 2.746
O 1.006 2.064 1.258
```



# 3
The following is a quantum chemistry calculation of a molecular structure, C25H16AuCl2N2O2S at a distorted geometry, from the Open Molecules 2025 dataset.

spin multiplicity = 3
maximum force = 1.9 eV Å⁻¹
energy = -2676.1633 Ha
HOMO (alpha / beta) = -10.43 / -10.54 eV
net charge = +1
LUMO energy (alpha / beta) = -3.56 / -6.31 eV
HOMO-LUMO gap (alpha / beta) = 6.87 / 4.23 eV

Geometry as XYZ:
```
49
C25H16AuCl2N2O2S, DFT the ωB97M-V functional and the def2-TZVPD basis
Au -1.502 0.313 -0.212
Cl -1.246 7.836 0.149
C -0.975 6.148 0.024
C 0.330 5.662 -0.113
C 0.545 4.311 -0.215
Cl 2.159 3.731 -0.368
C -0.519 3.344 -0.232
O -0.225 2.110 -0.354
C -1.843 3.883 -0.095
C -3.024 3.067 -0.112
O -3.135 1.884 -0.422
C -2.035 5.262 0.053
H 1.162 6.349 -0.139
H -3.942 3.601 0.181
H -3.040 5.640 0.160
C -5.101 -2.031 0.058
C -4.612 -3.328 0.061
C -3.253 -3.561 0.014
C -2.353 -2.490 -0.021
C -2.858 -1.188 -0.035
C -4.214 -0.963 -0.001
C -0.913 -2.663 -0.050
C -0.281 -3.887 0.194
C 1.090 -3.969 0.178
C 1.865 -2.836 -0.113
C 3.314 -3.007 -0.097
C 4.395 -2.231 0.067
C 4.589 -0.755 0.289
C 1.979 -0.515 -0.814
C 1.148 -1.664 -0.420
N -0.174 -1.581 -0.335
H -6.163 -1.844 0.087
H -5.296 -4.160 0.105
H -2.892 -4.577 -0.019
H -4.587 0.048 -0.027
H -0.875 -4.758 0.405
H 1.576 -4.907 0.403
H 3.557 -4.059 -0.208
H 5.341 -2.754 0.037
H 5.643 -0.591 0.527
H 1.301 1.327 -0.096
S 4.439 0.125 -1.364
C 3.775 -0.195 1.411
C 2.625 0.493 1.263
N 1.995 0.587 0.071
C 2.915 -0.634 -1.766
H 4.211 -0.308 2.391
H 2.221 1.067 2.085
H 2.887 -1.334 -2.586
```



Question: Which of these has the highest energy?
Answer: C25H16AuCl2N2O2S